1.
11
Properties=species:S:1:pos:R:3:forces:R:3 method="wB97M-V/def2-TZVPD" relative_energy_ev=4.0737 e_lumo_ev="-0.50 / -0.50" total_charge=0 total_energy_ha=-682.48988 homo_ev="-8.7 / -8.7" spin_multiplicity=1 orbital_gap_ha="0.3022 / 0.3022" mol_weight_g_mol=107.1
H 2.24998 -1.54138 1.05630 -0.9 -0.2 -0.7
H 0.40928 -2.86231 -0.40681 -0.2 -0.6 -0.3
H -1.56228 1.97752 -0.44807 1.9 -1.3 1.0
S -1.52530 -0.45532 -0.11342 0.0 -1.3 -0.7
C 0.49782 -1.89584 0.04498 -0.7 3.0 1.0
H 0.26371 1.32110 -0.35685 0.0 -0.2 -1.4
O -2.30865 -0.72146 1.12707 1.4 0.7 -2.2
O -2.20158 -0.55603 -1.44469 1.3 0.2 2.5
N 1.32293 -1.25078 0.68379 -0.2 -0.4 0.0
H -0.51741 1.34951 1.01548 -0.6 0.6 2.0
C -0.75015 1.26711 0.00200 -2.0 -0.5 -1.2

2.
24
Properties=species:S:1:pos:R:3:forces:R:3 method="wB97M-V/def2-TZVPD" relative_energy_ev=0.8761 e_lumo_ev=-2.97 total_charge=+1 total_energy_ha=-442.23241 homo_ev=-13.8 spin_multiplicity=1 orbital_gap_ha=0.3981 mol_weight_g_mol=126.2
H -0.08850 -1.27204 1.52534 0.0 0.1 0.1
H 1.92197 0.07021 -3.26056 0.0 -0.1 0.1
C -0.49439 0.10009 0.07612 -0.2 0.3 -0.7
O 1.93350 0.67008 -2.50001 0.0 0.2 -0.1
N -0.48070 0.41297 -1.38700 0.0 -0.5 -0.1
O 0.92578 -1.75324 -3.40523 -0.3 -0.5 -0.3
H -1.83733 0.73857 1.57509 0.0 -0.2 0.1
H -0.63500 -2.48333 4.36604 0.0 0.1 0.0
H 0.47150 -1.84191 -0.08971 -0.2 0.2 -0.6
C -1.06714 1.17471 0.94607 0.0 -0.1 0.2
H 1.49987 -2.53271 -3.42973 0.2 0.2 0.3
H -0.24832 2.92629 1.95581 -0.3 0.2 0.2
O -0.81666 -1.55172 4.20018 -0.1 0.0 -0.1
H 0.05215 1.40471 2.79958 -0.2 0.0 0.1
H -1.20019 1.10165 -1.62785 0.3 -0.1 0.0
H 0.47306 0.67939 -1.77311 -0.1 0.3 0.2
H 0.97992 1.83766 1.42398 0.0 -0.1 -0.3
H 0.22288 -2.02945 -4.01117 0.0 0.3 0.0
H 2.38095 1.48030 -2.76885 0.1 -0.1 0.0
C -0.03323 1.87510 1.82277 0.7 0.0 0.2
H -1.60779 1.89477 0.35157 -0.1 0.3 -0.4
H -1.65708 -1.38921 4.64313 0.1 0.0 0.0
H -0.67291 -0.45611 -1.89687 -0.1 0.2 0.0
C -0.02236 -1.05676 0.46441 0.3 -0.6 1.1

3.
24
Properties=species:S:1:pos:R:3:forces:R:3 method="wB97M-V/def2-TZVPD" relative_energy_ev=1.3500 smiles=C[N+](C)(CCO)CCF e_lumo_ev=-2.63 total_charge=+1 total_energy_ha=-467.14150 homo_ev=-14.4 spin_multiplicity=1 orbital_gap_ha=0.4330 mol_weight_g_mol=136.2
H 2.18418 -0.56331 -0.79150 -1.2 -0.7 0.4
F -1.98269 0.57534 1.79693 0.0 2.4 1.2
C 1.44313 -1.21966 -0.24684 2.6 -1.5 -0.1
H -1.49682 0.40532 -0.95243 1.5 -0.5 0.7
H 0.13552 3.25641 -1.72698 0.2 -1.3 -0.4
C 0.36814 1.10530 -1.77676 0.7 2.7 1.0
C 0.75909 0.79370 0.91671 0.5 0.8 0.6
N 0.26168 -0.45382 0.16431 0.2 3.3 -0.5
H -0.46323 -0.96876 -1.63794 -0.3 1.9 0.2
H 2.02216 -1.54390 0.65095 -0.7 0.3 -0.4
H -2.73282 -0.75758 0.59241 0.2 -0.1 -0.1
C -2.04762 -0.68933 1.44603 0.4 -2.4 -2.0
H 1.17669 0.45191 1.89838 -0.8 0.5 -0.8
H 1.59455 1.26030 0.38520 -0.2 -0.5 -0.2
H -0.62974 -2.24873 0.81036 -0.1 0.2 -0.4
H 0.12956 1.31248 -2.74895 -1.4 -0.9 -2.8
H 0.05040 -1.11311 1.98759 -1.4 -0.7 -0.8
C -0.59977 -1.18211 1.04551 -0.4 -1.8 4.3
C -0.43124 0.02227 -1.04557 -0.7 -0.9 -3.0
H 1.45374 1.02490 -1.86753 0.0 -0.7 0.7
O 0.09753 2.43347 -1.20063 -0.2 -0.4 1.4
H 1.25304 -2.17712 -0.83444 -0.3 1.5 0.6
H -0.01440 1.61560 0.91978 0.6 -1.4 0.5
H -2.53108 -1.33954 2.21539 1.0 0.4 -0.2

4.
66
Properties=species:S:1:pos:R:3:forces:R:3 method="wB97M-V/def2-TZVPD" relative_energy_ev=0.9753 e_lumo_ev=-4.90 total_charge=+1 total_energy_ha=-1472.76201 homo_ev=-10.8 spin_multiplicity=1 orbital_gap_ha=0.2160 mol_weight_g_mol=472.6
C -2.24622 4.84403 3.40996 0.0 -0.2 -0.1
C -2.50667 1.34827 0.84122 -0.6 0.1 0.0
H -3.52573 -1.03451 -0.33683 -0.3 0.3 0.5
N -0.89788 -4.93162 -1.38495 -2.3 1.0 0.3
H -3.24745 -2.93246 1.37157 0.0 0.1 0.2
H -4.91462 -2.37550 1.18445 0.2 0.1 0.2
H -4.12526 -4.79666 -0.80610 0.2 0.1 0.2
C 2.17954 -6.09602 0.13555 -0.6 0.2 -0.2
H -4.52031 0.67283 1.23673 0.2 0.2 0.2
H 2.60903 -6.56921 2.19496 -0.3 0.0 -0.2
C -2.47979 2.58113 1.76089 0.0 0.1 -0.1
H -0.75168 2.39648 -0.90179 -0.3 -0.3 -0.3
H -0.69269 3.71532 4.43209 -0.2 0.1 -0.2
C -4.08683 1.75249 -1.13114 0.2 -0.2 -0.5
C -0.41439 -4.77911 -3.86607 0.3 0.1 0.0
H -2.15329 5.72559 4.04799 0.0 -0.3 -0.2
C 1.22026 -5.39952 -2.15281 -0.3 0.4 -1.3
N -0.90239 -0.11215 0.11747 1.3 -1.6 -0.4
C -3.89444 -2.05570 1.47450 -0.3 -0.4 0.0
C -1.72696 2.22361 -1.36951 -0.1 0.1 -0.8
H -2.18495 -0.13776 2.97574 -0.3 0.0 0.2
C -3.27311 -0.11568 2.82214 0.4 0.2 -0.6
C -0.14134 -5.44446 -0.28504 1.2 -0.6 0.3
C -3.20554 2.45535 -3.27944 0.0 -0.2 0.1
C -3.30388 3.69038 1.55193 0.1 0.1 0.2
H -3.21774 -2.17103 3.54055 -0.2 0.1 0.0
C 1.18166 -5.68027 -0.74392 -0.4 -0.1 1.3
H 3.17926 -6.27012 -0.26206 -0.2 0.0 0.4
H 2.70221 -5.37109 -5.20084 -0.3 0.0 0.2
C -0.06631 -4.95801 -2.53821 1.4 -0.2 -0.7
H -2.44418 -3.89116 -2.22658 0.1 0.0 0.1
H 3.21550 -5.87236 -2.76988 -0.2 0.1 -0.3
H -3.03356 -5.99952 -0.09603 0.4 0.3 -0.3
H 0.38933 -4.80388 -5.88430 0.0 0.0 0.3
H -5.30654 2.07674 -2.87300 0.3 0.0 0.0
C 0.51878 -6.08336 1.92164 0.1 0.2 -0.4
C 1.84057 -6.27062 1.48201 -0.3 0.0 -0.1
N -3.37969 -0.98552 0.66939 0.8 -0.2 -0.8
H -4.85928 -1.50604 3.33756 0.2 -0.1 0.0
H -1.06663 2.82352 -3.32830 -0.3 0.0 0.1
C -1.92254 2.52437 -2.72372 -0.2 0.0 0.3
H -1.51512 -5.49458 1.37058 0.5 -0.1 0.2
C -4.28981 2.08904 -2.47764 0.1 0.1 0.4
C -3.12321 -4.94392 -0.38304 -0.8 0.4 0.3
C -3.17907 4.82484 2.36892 0.0 -0.3 -0.1
C 2.23069 -5.54653 -3.10410 -0.5 0.1 0.2
C -1.55419 2.60536 2.79929 0.3 0.4 0.5
H -3.36488 2.69118 -4.33257 0.1 0.0 0.3
C -3.84698 -1.52789 2.91958 -0.3 -0.1 0.2
C -2.78885 1.73890 -0.60909 -0.3 0.6 0.4
H -3.80829 5.69545 2.17249 0.2 -0.3 0.1
C -0.49216 -5.65656 1.03739 0.0 0.0 0.2
C -3.49427 0.27141 1.34645 -1.1 0.8 0.5
H -3.04955 -4.33548 0.52479 -0.2 -0.2 0.0
H -0.89839 1.74639 2.95021 -0.2 0.4 0.0
H 0.27211 -6.26663 2.96797 0.0 0.1 -0.3
H -1.44178 -4.51888 -4.12427 0.4 -0.1 -0.3
H -4.03706 3.67564 0.74394 0.2 0.1 0.2
C -1.43241 3.72522 3.63032 -0.3 0.0 -0.3
N -0.45169 -0.93955 -0.54104 -1.3 2.2 1.5
C -2.14209 -4.46165 -1.35318 2.1 -2.0 -0.8
H -3.72150 0.61538 3.49934 0.1 -0.2 0.0
C 0.60775 -4.94448 -4.82581 0.0 0.1 0.4
N -1.17225 0.77080 0.95119 1.1 -1.3 -1.2
H -4.93812 1.50182 -0.49170 0.3 0.0 -0.4
C 1.91932 -5.28580 -4.44468 -0.3 0.0 0.2

5.
44
Properties=species:S:1:pos:R:3:forces:R:3 method="wB97M-V/def2-TZVPD" relative_energy_ev=1.8300 e_lumo_ev="0.04 / -0.42" total_charge=0 total_energy_ha=-2784.30409 homo_ev="-7.3 / -7.4" spin_multiplicity=4 orbital_gap_ha="0.2691 / 0.2565" mol_weight_g_mol=417.2
H 2.94231 1.91096 0.55206 -0.2 0.1 -0.2
C 2.00802 2.41743 0.27639 0.3 1.3 0.0
H 1.59214 -3.89098 -2.19747 -0.3 0.0 0.0
V 0.73207 -0.39892 -0.51688 -3.2 2.1 0.0
H -2.34927 -3.22708 -1.51518 0.0 0.3 -0.1
F -1.44719 0.01171 5.45163 0.0 0.3 -0.5
H 1.38297 0.10564 -1.88169 0.0 -1.5 -2.0
H 2.82424 -1.57155 -1.87713 0.7 0.4 -0.3
C -1.74232 0.46177 1.80454 -0.3 0.6 0.9
P -0.06490 -2.48015 -1.14561 -0.6 -0.9 0.3
H 2.11400 1.94108 -3.53394 0.1 0.1 0.1
C -2.60749 1.60000 1.80707 0.5 -0.6 0.1
C -1.32633 -0.03197 3.07882 -0.3 0.4 -0.5
H -0.66961 2.38771 -2.47602 0.0 0.1 0.1
H 0.50505 -3.16826 -3.38582 -0.1 -0.1 0.2
C -3.00596 2.20058 2.97918 0.2 0.1 0.5
P 1.31298 1.76114 -1.27926 -0.2 0.2 2.8
H -0.68663 -4.31822 0.32791 0.2 0.1 0.2
C -1.78142 0.53492 4.25214 -0.2 0.4 0.2
C -2.58845 1.67671 4.20533 0.0 -0.2 -0.2
H 3.45114 1.82478 -2.38038 -0.2 0.2 0.0
C 2.23751 -0.77225 0.49230 4.6 -1.1 3.0
F -3.75433 3.32197 2.95006 0.2 -0.4 0.1
C -0.23541 2.66603 -1.50998 -0.1 0.5 -0.3
C -0.09143 -3.40202 0.43722 -0.1 -0.4 -0.1
H 2.20055 3.49119 0.15379 0.2 0.0 0.3
H 1.30265 2.29800 1.10881 0.0 -0.1 -0.3
O 3.21429 -0.99808 1.11346 -2.6 0.6 -1.6
C 2.47641 2.29585 -2.56220 -0.1 -0.2 -0.2
F -0.45726 -1.07055 3.11810 -0.3 0.2 0.0
H -2.27394 -1.56864 -0.79050 0.2 -0.3 -0.2
H 2.57319 3.38924 -2.57394 0.0 -0.3 0.0
C -1.83523 -2.25684 -1.52798 -0.1 -0.1 -0.1
H -0.96629 2.41389 -0.72814 0.4 0.0 -0.1
H 0.93832 -3.65336 0.72383 -0.3 0.0 -0.1
H 3.43674 -1.14568 -2.02861 -0.2 -0.6 0.0
F -2.97114 2.27727 5.34360 0.0 -0.1 0.1
F -3.02075 2.11254 0.62415 0.2 -0.1 0.2
C 0.54014 -3.65140 -2.40030 0.1 -0.1 -0.1
H -0.03130 3.74501 -1.49289 -0.2 -0.1 -0.1
H -0.52017 -2.77502 1.23301 0.1 -0.1 -0.4
H -1.91904 -1.79892 -2.52116 -0.1 -0.2 0.1
H -0.05880 -4.57493 -2.42168 0.2 0.3 0.0
O -1.38001 -0.09061 0.71338 1.6 -0.7 -1.8

6.
25
Properties=species:S:1:pos:R:3:forces:R:3 method="wB97M-V/def2-TZVPD" e_lumo_ev=3.57 total_charge=-1 total_energy_ha=-624.38518 homo_ev=-4.2 spin_multiplicity=1 orbital_gap_ha=0.2845 mol_weight_g_mol=174.8
H 3.66686 -0.37375 0.69707 0.0 0.0 0.1
H 0.39298 0.71158 2.05532 -0.3 -0.3 0.0
H 3.46691 1.29635 1.23270 0.0 0.0 0.0
H -1.07779 -3.20722 0.72142 0.2 0.0 0.2
B -1.99101 -2.44050 -0.72774 -0.2 0.1 -0.1
H -2.35061 2.14598 -0.10546 0.1 0.2 0.2
C 0.87897 1.46134 -0.21175 0.1 0.0 0.0
H 1.49809 1.72217 -1.07436 0.0 0.0 0.0
O -1.57583 -3.55312 -0.02377 0.0 -0.2 0.0
H -0.67840 1.86088 -1.56900 0.0 -0.1 -0.1
H 0.81120 2.36466 0.41030 0.1 0.1 -0.1
C 1.62902 0.39714 0.58622 -0.1 -0.1 0.3
H -1.38536 1.50187 1.26397 0.0 0.0 0.1
O -0.64762 -0.16215 -1.26645 0.1 -0.3 0.4
B -1.47179 -0.89104 -0.19943 0.1 0.7 -0.1
H 1.34008 -0.59398 0.23118 0.0 0.1 -0.2
H -0.73579 -0.98321 0.82367 0.0 -0.3 0.1
C -1.72082 1.31513 0.22996 -0.3 -0.4 -0.5
H 3.44577 0.91096 -0.49328 0.0 -0.1 0.0
C 3.14200 0.56078 0.49353 0.0 0.1 0.1
H -2.18058 -3.02888 -2.57321 0.0 -0.2 -0.3
O 1.31424 0.45768 1.99210 0.3 0.2 -0.1
O -2.76080 -2.74845 -1.86669 0.0 0.2 0.1
O -2.48941 0.14662 0.13331 0.2 0.0 0.2
C -0.52032 1.12917 -0.75961 -0.3 0.4 -0.1

7.
18
Properties=species:S:1:pos:R:3:forces:R:3 method="wB97M-V/def2-TZVPD" relative_energy_ev=1.9312 smiles="C=C/C(C)=C/N.O" e_lumo_ev=0.76 total_charge=0 total_energy_ha=-327.06038 homo_ev=-7.6 spin_multiplicity=1 orbital_gap_ha=0.3065 mol_weight_g_mol=101.1
C -0.37109 -1.17362 -0.70789 -0.1 -0.4 -0.4
H 0.46747 -3.01340 -0.96659 -0.4 0.0 0.0
H 0.32389 0.31745 2.53121 0.2 0.0 -0.1
H -2.28987 -0.37685 1.02641 -0.3 0.2 0.1
H -2.73089 1.39266 1.38906 -0.1 0.2 0.1
H -0.90152 2.10857 0.00358 0.4 0.0 0.1
C 1.02448 0.79750 -1.24908 0.4 -1.0 -0.2
C -2.10065 0.68547 0.88515 0.7 -0.7 0.1
H 1.44764 -1.80253 -1.36545 -0.1 0.2 -0.2
H 1.49239 0.12903 -1.97350 -0.2 0.3 -0.4
N 0.47652 -2.08262 -1.35546 0.6 -0.1 0.1
H 0.83153 1.76083 -1.70175 -0.1 0.2 -0.1
H 1.86582 0.15850 2.61979 -0.1 -0.1 0.1
C -0.19418 0.14899 -0.66279 0.2 0.5 0.8
O 1.16508 0.67821 2.21928 -0.1 0.1 0.0
H -1.26515 -1.66520 -0.34967 -0.1 0.2 0.3
C -1.03929 1.04151 0.15868 -1.1 0.0 -0.9
H 1.79783 0.89551 -0.50100 0.1 0.4 0.5